{"formula": "C39H38IN8O5PtS", "method": "wB97M-V/def2-TZVPD", "symbols": ["Pt", "N", "C", "C", "C", "C", "C", "C", "S", "O", "O", "N", "C", "N", "C", "C", "C", "N", "H", "H", "H", "H", "H", "H", "H", "H", "H", "C", "C", "C", "C", "C", "C", "N", "C", "C", "C", "C", "C", "C", "C", "O", "O", "C", "C", "H", "H", "H", "H", "H", "H", "H", "H", "H", "H", "H", "H", "H", "H", "C", "C", "C", "C", "C", "N", "C", "O", "N", "C", "C", "C", "C", "N", "C", "C", "C", "H", "H", "H", "H", "H", "H", "H", "H", "H", "H", "H", "H", "H", "I", "C", "H", "H"], "xyz": [[-0.520, -0.315, 0.359], [4.832, 2.738, -5.182], [4.489, 2.177, -3.946], [5.091, 0.997, -3.517], [4.790, 0.470, -2.271], [3.883, 1.118, -1.443], [3.283, 2.298, -1.860], [3.581, 2.821, -3.106], [3.506, 0.424, 0.131], [3.267, 1.519, 1.035], [4.567, -0.500, 0.440], [2.080, -0.257, -0.132], [1.925, -1.536, -0.444], [2.877, -2.392, -0.855], [2.536, -3.660, -0.963], [1.257, -4.149, -0.717], [0.302, -3.191, -0.437], [0.603, -1.905, -0.347], [5.146, 2.077, -5.875], [4.160, 3.391, -5.553], [5.804, 0.494, -4.160], [5.248, -0.446, -1.928], [2.589, 2.812, -1.204], [3.108, 3.740, -3.432], [3.326, -4.336, -1.280], [1.009, -5.196, -0.782], [-0.744, -3.444, -0.306], [-5.015, 3.542, -4.034], [-4.814, 4.019, -2.621], [-5.040, 5.348, -2.296], [-4.845, 5.797, -0.997], [-4.413, 4.923, -0.020], [-4.198, 3.579, -0.326], [-3.715, 2.672, 0.635], [-3.952, 2.734, 1.997], [-5.111, 3.350, 2.493], [-5.365, 3.400, 3.849], [-4.487, 2.819, 4.755], [-3.376, 2.155, 4.266], [-3.084, 2.090, 2.907], [-1.914, 1.185, 2.513], [-1.464, 0.400, 3.329], [-1.560, 1.282, 1.276], [-4.406, 3.115, -1.630], [-4.183, 1.669, -1.979], [-5.223, 4.381, -4.697], [-5.851, 2.842, -4.107], [-4.134, 3.020, -4.410], [-5.359, 6.038, -3.069], [-5.006, 6.840, -0.752], [-4.220, 5.269, 0.985], [-2.826, 2.207, 0.438], [-5.811, 3.789, 1.794], [-6.269, 3.884, 4.199], [-4.678, 2.863, 5.819], [-2.693, 1.643, 4.931], [-4.090, 1.061, -1.082], [-3.269, 1.528, -2.562], [-5.008, 1.278, -2.578], [-0.990, -6.523, 3.037], [-2.305, -5.808, 2.883], [-2.417, -4.444, 3.115], [-3.627, -3.775, 2.994], [-4.766, -4.473, 2.611], [-6.040, -3.871, 2.437], [-6.353, -2.522, 2.535], [-7.356, -2.139, 3.100], [-5.461, -1.650, 1.956], [-4.599, -1.843, 0.865], [-4.634, -2.912, -0.017], [-3.702, -2.948, -1.044], [-2.748, -1.951, -1.141], [-2.702, -0.933, -0.278], [-3.628, -0.864, 0.667], [-4.671, -5.842, 2.377], [-3.460, -6.495, 2.518], [-0.174, -5.813, 3.168], [-0.766, -7.135, 2.162], [-0.998, -7.185, 3.905], [-1.542, -3.874, 3.402], [-3.663, -2.716, 3.196], [-6.828, -4.439, 2.709], [-5.583, -0.697, 2.270], [-5.376, -3.691, 0.076], [-3.708, -3.757, -1.763], [-1.987, -1.955, -1.912], [-3.592, 0.000, 1.319], [-5.552, -6.392, 2.070], [-3.411, -7.561, 2.327], [-0.255, 4.872, 1.539], [0.543, 3.223, 0.633], [0.014, 2.839, -0.223], [1.207, 2.615, 1.225]], "charge": -1, "largest_force_ev_per_a": 0.6, "multiplicity": 3, "e_tot_ev": -85402.7496, "homo_ev": [-4.41, -5.22], "molar_mass_da": 1052.833}